DFT (the ωB97M-V functional and the def2-TZVPD basis) results for C31H27F5GeO5PScTe as an isolated structure in a non-equilibrium geometry.

Output
Frontier orbital gap (spin up / spin down), eV: 7.35 / 4.49
Total charge: +1
Energy above the lowest of the compared OMol25 structures with the same formula, charge and spin, kJ/mol: 1.8
Multiplicity: 2
LUMO energy (spin up / spin down), eV: -4.07 / -6.93

Atoms and positions in Å:
H1 -6.177 -2.385 1.247
C1 -0.159 -2.958 1.680
Sc1 -0.083 0.326 1.343
C2 0.435 -0.558 4.412
C3 -5.671 -1.880 2.059
C4 0.069 -0.010 -2.445
H2 -6.290 0.226 4.639
O1 1.465 -0.280 0.319
C5 -1.455 -5.156 2.785
H3 -1.250 4.994 -3.797
C6 5.478 -0.214 -4.836
C7 -0.089 3.418 -2.922
C8 5.743 -0.448 -2.420
H4 -7.451 -0.937 2.792
H5 6.719 -0.892 -2.573
H6 -1.956 -6.000 3.237
F1 -3.216 2.365 2.456
H7 1.900 6.222 -1.180
C9 0.210 -4.246 1.328
C10 0.296 5.751 -2.523
C11 -5.736 -0.413 3.965
H8 -3.864 -0.026 4.918
H9 -0.682 2.641 -3.392
O2 1.216 -0.254 5.275
C12 5.262 -0.244 -1.128
H10 5.135 0.100 -6.934
H11 -3.752 -2.662 1.527
C13 4.737 0.226 -5.936
C14 -4.369 -0.568 4.127
C15 -0.422 4.744 -3.148
C16 -0.999 -1.035 4.814
H12 0.032 6.787 -2.688
H13 0.204 -0.997 -2.008
F2 -2.666 1.276 -1.002
C17 1.681 4.108 -1.453
Te1 -3.152 1.332 0.860
C18 4.020 0.324 -0.934
H14 3.645 0.475 0.068
F3 -1.310 2.015 0.887
C19 0.968 3.078 -2.075
C20 -1.844 -3.868 3.120
C21 -3.645 -1.397 3.267
H15 -0.930 -1.970 5.368
H16 2.499 3.874 -0.779
H17 0.222 -0.072 -3.523
C22 3.187 0.686 -2.024
H18 -0.944 0.332 -2.236
H19 -1.455 -0.268 5.441
O3 -1.715 0.226 2.674
H20 6.443 -0.680 -4.989
C23 -0.436 -5.347 1.870
F4 -4.088 2.824 0.231
C24 3.508 0.828 -5.746
F5 -1.378 -0.635 0.279
C25 -1.221 -2.748 2.558
H21 5.867 -0.536 -0.281
C26 2.991 0.984 -4.457
H22 0.459 -2.168 1.280
H23 -2.652 -3.748 3.831
Ge1 1.317 1.234 -1.682
C27 4.984 -0.053 -3.539
P1 -1.869 -1.201 3.264
O4 1.322 1.200 0.155
C28 1.348 5.432 -1.673
C29 3.703 0.537 -3.334
H24 2.939 1.186 -6.592
H25 -0.130 -6.348 1.595
O5 0.668 -0.539 3.125
H26 2.039 1.487 -4.338
H27 1.033 -4.388 0.641
C30 -4.304 -2.045 2.222
C31 -6.385 -1.068 2.926

Mulliken population analysis, charges in e, atoms 1 to 5: atom 1 (H): 0.425, atom 2 (C): -0.061, atom 3 (Sc): 1.512, atom 4 (C): 0.322, atom 5 (C): -0.808